Here is 2 unconnected molecules or ions with the total composition C3H9N3OS from the OMol25 dataset. Energies are from ωB97M-V/def2-TZVPD.

XYZ file:
```
17
Properties=species:S:1:pos:R:3:nbo_charge:R:1
C -3.17 1.01 -0.54 -0.250
C 3.97 0.50 0.19 -0.787
C -2.03 -1.00 -0.08 0.450
N 1.34 -0.15 0.44 -0.246
N 1.41 0.72 1.20 -0.158
N -0.96 -1.64 0.11 -0.734
O -1.98 0.30 -0.27 -0.479
S 2.92 -0.70 -0.61 0.020
H -4.01 0.33 -0.69 0.177
H -3.02 1.60 -1.44 0.202
H -3.39 1.68 0.29 0.197
H 4.42 1.15 -0.55 0.218
H 4.73 -0.01 0.77 0.216
H 3.29 1.06 0.85 0.245
H -3.04 -1.45 -0.11 0.140
H 0.54 -0.77 0.19 0.414
H -1.05 -2.64 0.24 0.376
```

Output
- Charge: 0
- Orbital gap: 8.18 eV
- Strongest force on any atom: 0.950 eV/A
- Energy: -757.29346 Ha
- Relative energy (zero: lowest compared OMol25 entry of this formula, charge and spin): 71.9 kcal/mol
- HOMO level: -7.58 eV
- Multiplicity: 1

---

Here is 2 unconnected molecules or ions with the total composition C9H18N2O from the OMol25 dataset. Energies are from ωB97M-V/def2-TZVPD.

XYZ file:
```
30
Properties=species:S:1:pos:R:3:nbo_charge:R:1
N -4.32 1.31 0.76 -0.842
C -4.03 0.35 -0.35 -0.142
C -4.14 -1.06 -0.03 -0.020
N -3.05 -1.73 -0.10 -0.065
O -2.00 -0.83 -0.36 -0.383
C -2.54 0.43 -0.80 -0.096
H -4.09 0.98 1.72 0.366
H -5.27 1.62 0.81 0.365
H -4.67 0.69 -1.20 0.216
H -5.08 -1.48 0.35 0.211
H -1.97 1.13 -0.25 0.209
H -2.47 0.53 -1.88 0.184
C 2.07 1.42 0.51 -0.608
C 2.70 0.14 -0.10 -0.035
C 3.91 0.34 -0.99 -0.609
C 1.51 -0.77 -0.65 -0.398
C 1.40 -1.35 0.78 -0.401
C 2.83 -0.86 1.05 -0.401
H 1.96 2.15 -0.30 0.203
H 1.11 1.12 0.92 0.208
H 2.64 1.89 1.32 0.207
H 3.67 1.25 -1.63 0.206
H 4.85 0.45 -0.45 0.211
H 4.11 -0.57 -1.61 0.210
H 0.67 -0.19 -1.05 0.199
H 1.73 -1.51 -1.42 0.207
H 0.65 -0.84 1.42 0.202
H 1.22 -2.43 0.78 0.208
H 3.56 -1.69 0.78 0.193
H 3.03 -0.51 2.00 0.197
```

Output
- Charge: 0
- Orbital gap: 10.33 eV
- Strongest force on any atom: 3.124 eV/A
- Energy: -538.35629 Ha
- Relative energy (zero: lowest compared OMol25 entry of this formula, charge and spin): 55.4 kcal/mol
- HOMO level: -9.58 eV
- Structure (SMILES): N[C@@H]1C=NOC1.CC1(C)CCC1
- Multiplicity: 1